Entry 1:
Computed, not measured: one molecule with the formula C3H9NO2 at a distorted geometry, with ωB97M-V with the def2-TZVPD basis set.

ORCA input file:
```
! RIJCOSX wB97M-V def2-TZVPD def2/J DEFGRID3
* xyz 0 1
C -0.65 0.56 1.13
O -0.61 -0.43 2.16
N -0.74 1.02 -1.21
H 1.59 0.32 -0.72
H -0.31 1.89 -0.93
H -1.62 1.05 1.27
O 1.15 -1.50 -1.39
C 1.00 -0.52 -0.34
H 0.36 -2.07 -1.33
H 0.30 -0.74 2.24
C -0.45 -0.04 -0.24
H 0.07 1.36 1.32
H -0.37 0.84 -2.13
H -1.19 -0.84 -0.37
H 1.47 -0.90 0.55
*
```

Properties
E_HOMO (eV): -9.62
ΔE to the lowest compared entry with this formula, charge and spin (eV): 1.671
Gap between HOMO and LUMO (Ha): 0.384
Structure (SMILES): NC(CO)CO

***

Entry 2:
Computed, not measured: one molecule with the formula C5H12N2 at a distorted geometry, with ωB97M-V with the def2-TZVPD basis set.

ORCA input file:
```
! RIJCOSX wB97M-V def2-TZVPD def2/J DEFGRID3
* xyz 0 1
H 3.60 2.38 0.67
H 1.93 3.44 0.80
H -0.72 -0.12 1.70
N -1.55 -0.52 1.33
C -1.53 -2.06 -0.70
C 2.45 2.62 0.51
H -1.76 -0.01 -0.74
H -2.52 -2.27 -0.37
C 0.63 1.12 -0.67
N 2.02 1.60 -0.10
H -0.19 1.69 -0.19
H 0.75 -0.63 0.82
H -1.51 -2.18 -1.83
H -0.99 -2.87 -0.18
C 0.40 -0.37 -0.21
H -1.67 -1.44 1.76
H 0.89 1.35 -1.68
H 0.95 -1.04 -0.77
C -1.15 -0.71 -0.15
*
```

Properties
E_HOMO (eV): -8.78
ΔE to the lowest compared entry with this formula, charge and spin (eV): 3.090
Gap between HOMO and LUMO (Ha): 0.363
Structure (SMILES): C=NCC[C@@H](C)N

***

Entry 3:
Computed, not measured: C2Br3Cl2F as an isolated structure at a distorted geometry, with ωB97M-V with the def2-TZVPD basis set.

ORCA input file:
```
! RIJCOSX wB97M-V def2-TZVPD def2/J DEFGRID3
* xyz 0 1
Cl -0.50 -0.26 2.25
Br -2.38 0.53 0.00
C -0.64 -0.30 0.52
Br 2.18 -0.40 0.27
Br 0.74 2.47 0.18
Cl -0.45 -1.97 -0.09
F 0.24 0.49 -1.45
C 0.62 0.60 -0.20
*
```

Properties
E_HOMO (eV): -10.46
ΔE to the lowest compared entry with this formula, charge and spin (eV): 0.250
Gap between HOMO and LUMO (Ha): 0.383

***

E_LUMO per entry: 0.031, 0.040, -0.001 Eh